# C21H24N4O4S

The molecule C21H24N4O4S in a non-equilibrium geometry (wB97M-V/def2-TZVPD, the OMol25 dataset).

The charge is 0. The LUMO energy comes out at 0.017 Ha. As for the multiplicity: 1. The SMILES is COc1ccc(NC(=O)CSc2nnc(-c3ccoc3C)n2C[C@@H]2CCCO2)cc1.

```
54
C21H24N4O4S wB97M-V/def2-TZVPD
C -2.25 4.80 -5.13
O -2.16 3.42 -4.87
C -2.26 2.99 -3.58
C -2.18 1.61 -3.39
C -2.26 1.07 -2.12
C -2.43 1.90 -1.01
N -2.53 1.29 0.24
C -2.57 1.87 1.46
O -2.57 3.06 1.70
C -2.61 0.83 2.59
S -0.96 0.17 2.96
C -0.80 -1.01 1.70
N -1.70 -1.31 0.80
N -1.20 -2.28 0.02
C -0.01 -2.58 0.46
C 0.87 -3.58 -0.10
C 1.26 -3.66 -1.47
C 2.07 -4.75 -1.56
O 2.20 -5.34 -0.36
C 1.47 -4.64 0.53
C 1.40 -5.13 1.93
N 0.30 -1.80 1.56
C 1.57 -1.57 2.17
C 2.41 -0.63 1.28
C 3.69 -0.14 2.00
C 3.61 1.38 1.87
C 2.11 1.61 1.71
O 1.66 0.51 0.93
C -2.52 3.28 -1.20
C -2.43 3.82 -2.47
H -3.22 5.21 -4.81
H -1.44 5.35 -4.64
H -2.16 4.90 -6.21
H -2.04 0.98 -4.25
H -2.20 0.00 -1.98
H -2.46 0.27 0.22
H -2.94 1.32 3.50
H -3.26 -0.01 2.35
H 0.96 -2.99 -2.25
H 2.59 -5.18 -2.39
H 0.63 -4.60 2.47
H 2.36 -5.01 2.44
H 1.16 -6.19 1.93
H 1.39 -1.11 3.15
H 2.10 -2.52 2.30
H 2.63 -1.16 0.35
H 4.58 -0.55 1.55
H 3.66 -0.44 3.05
H 4.02 1.90 2.73
H 4.13 1.71 0.97
H 1.85 2.52 1.17
H 1.61 1.61 2.69
H -2.64 3.92 -0.35
H -2.50 4.89 -2.58
```


# C16H24IrN2O5PS4

A structure of composition C16H24IrN2O5PS4 in a non-equilibrium geometry (wB97M-V/def2-TZVPD, the OMol25 dataset).

The charge is 0. The LUMO energy comes out at -0.005 Ha. As for the multiplicity: 1.

```
53
C16H24IrN2O5PS4 wB97M-V/def2-TZVPD
Ir 0.96 -0.78 0.25
N 3.28 -0.56 3.83
C 2.76 -0.66 2.60
O 1.55 -0.82 2.43
C 3.67 -0.53 1.43
C 3.01 -1.20 0.25
H 2.66 -0.61 4.63
H 4.26 -0.43 3.99
H 4.65 -0.95 1.66
H 3.80 0.54 1.25
H 3.02 -2.28 0.35
H 3.48 -0.90 -0.68
O 1.35 -4.30 1.00
S 0.45 -3.61 0.12
O 1.05 -2.97 -1.05
N -0.41 -2.42 0.88
C -1.75 -2.57 0.64
S -2.91 -1.53 1.14
C -2.06 -3.83 -0.11
C -3.30 -4.29 -0.52
C -3.36 -5.49 -1.22
C -2.21 -6.22 -1.50
C -0.96 -5.76 -1.09
C -0.92 -4.56 -0.40
H -4.19 -3.71 -0.31
H -4.32 -5.86 -1.56
H -2.28 -7.15 -2.05
H -0.05 -6.31 -1.31
C -0.90 3.70 1.97
C -2.03 2.89 1.36
C -3.01 3.76 0.59
O -1.58 1.82 0.49
P -0.36 1.68 -0.47
S -0.64 -0.04 -1.44
S 1.41 1.64 0.47
O -0.52 2.99 -1.36
C 0.33 3.52 -2.41
C 1.34 4.48 -1.81
C 1.00 2.47 -3.27
H -1.31 4.45 2.64
H -0.33 4.21 1.18
H -0.22 3.06 2.53
H -2.56 2.36 2.15
H -2.50 4.32 -0.18
H -3.50 4.45 1.28
H -3.78 3.13 0.13
H -0.37 4.08 -3.03
H 2.05 3.94 -1.18
H 0.83 5.24 -1.20
H 1.88 4.99 -2.61
H 1.71 1.88 -2.69
H 1.54 2.97 -4.08
H 0.27 1.79 -3.71
```


# C2H3NO2

A cluster of 2 separate species, C2H3NO2 in total in a non-equilibrium geometry (wB97M-V/def2-TZVPD, the OMol25 dataset).

Its expectation value of S² is 2.02. The charge is 0. The LUMO energy (spin up / spin down) comes out at 0.033 / -0.077 Ha. As for the multiplicity: 3.

```
8
C2H3NO2 wB97M-V/def2-TZVPD
C -0.93 -0.25 -0.31
C -0.30 -1.06 0.62
N -1.31 0.66 -0.87
O 1.08 1.52 -0.14
O 1.52 0.29 -0.40
H -0.49 -0.68 1.59
H 0.05 -2.13 0.32
H 0.38 1.65 -0.81
```


# C6H25NO7

A structure of composition C6H25NO7 in a non-equilibrium geometry (wB97M-V/def2-TZVPD, the OMol25 dataset).

The charge is 0. The LUMO energy comes out at 0.017 Ha. As for the multiplicity: 1.

```
39
C6H25NO7 wB97M-V/def2-TZVPD
C -2.69 3.11 2.61
O -3.03 2.60 1.33
C -3.28 1.15 1.39
C -3.60 0.48 -0.05
N -2.41 0.06 -0.84
C -1.53 1.21 -1.19
C -0.17 0.76 -1.73
O 0.57 0.20 -0.66
C 1.94 0.02 -0.97
H -1.61 2.99 2.75
H -3.28 2.69 3.42
H -2.89 4.18 2.58
H -4.20 1.06 1.96
H -2.47 0.65 1.92
H -4.25 1.16 -0.61
H -4.37 -0.25 0.19
H -2.73 -0.33 -1.72
H -1.41 1.84 -0.31
H -2.06 1.77 -1.96
H 0.28 1.72 -1.97
H -0.19 0.20 -2.66
H 2.34 -0.39 -0.04
H 2.46 0.96 -1.17
H 2.08 -0.69 -1.78
O 4.12 -1.05 -0.15
H 3.55 -0.49 -0.68
H 5.01 -0.81 -0.43
O 2.49 -2.07 -2.22
H 2.92 -2.87 -2.53
H 2.28 -2.25 -1.30
O 3.17 -1.68 1.54
H 3.32 -0.78 1.84
H 3.90 -1.85 0.93
O 0.40 -2.42 0.71
H 0.02 -1.71 1.22
H -0.26 -3.11 0.72
O 2.04 -2.24 -0.32
H 2.38 -1.45 0.10
H 1.17 -2.36 0.07
```


# C6H10O

The molecule C6H10O (wB97M-V/def2-TZVPD, the OMol25 dataset).

The charge is 0. The LUMO energy comes out at 0.039 Ha. As for the multiplicity: 1. The SMILES is O[C@@H]1C=CCCC1.

```
17
C6H10O wB97M-V/def2-TZVPD
O 2.42 -0.93 -0.18
C 1.15 -0.33 -0.31
C 1.03 1.04 0.30
C -0.15 1.65 0.16
C -1.25 0.88 -0.51
C -1.36 -0.51 0.16
C 0.01 -1.23 0.20
H 2.42 -1.47 0.62
H 1.00 -0.22 -1.40
H 1.90 1.47 0.80
H -0.33 2.65 0.56
H -1.03 0.73 -1.58
H -2.21 1.41 -0.47
H -1.73 -0.35 1.18
H -2.11 -1.12 -0.36
H 0.24 -1.52 1.24
H 0.01 -2.14 -0.41
```


# C6H8BrN3

A structure of composition C6H8BrN3 in a non-equilibrium geometry (wB97M-V/def2-TZVPD, the OMol25 dataset).

The charge is 0. The LUMO energy comes out at 0.022 Ha. As for the multiplicity: 1.

```
18
C6H8BrN3 wB97M-V/def2-TZVPD
C -1.43 0.64 0.35
C -1.38 1.98 0.02
C -0.10 0.16 0.26
C 0.74 1.17 -0.06
C -0.39 -2.42 -0.23
C 0.48 -1.74 0.74
N -1.44 -3.03 0.17
N -0.10 2.30 -0.17
N 2.07 1.37 -0.28
Br 2.38 -1.84 0.30
H -2.18 0.01 0.66
H -2.03 2.80 0.22
H -0.20 -2.03 -1.27
H 0.33 -1.64 1.82
H -1.96 -3.31 -0.78
H 0.28 3.16 -0.54
H 2.63 0.49 -0.17
H 2.31 1.93 -1.05
```


Number 1: energy -47151.7286 eV. Number 2: energy -85669.8549 eV. Number 3: energy -7700.9913 eV. Number 4: energy -22437.9458 eV. Number 5: energy -8430.9510 eV. Number 6: energy -80861.2727 eV.